# 1
# C8H10NORhSSe3Te

C8H10NORhSSe3Te as an isolated structure (ωB97M-V/def2-TZVPD, OMol25).

Last column: natural (NBO) charge in e.
Atoms and positions in Å:
Rh 0.1842 -0.5101 -0.3491  0.674
S -1.9527 -0.8163 0.9841  -0.209
C -2.3276 0.6915 0.2031  0.074
C -3.5625 1.3564 0.2554  -0.278
C -3.7423 2.4969 -0.4944  -0.141
C -2.7076 2.9773 -1.2991  -0.300
C -1.5180 2.2876 -1.2887  0.062
N -1.3232 1.1939 -0.5409  -0.557
H -4.3549 0.9484 0.8688  0.230
H -4.6946 3.0149 -0.4705  0.217
H -2.8249 3.8620 -1.9108  0.222
H -0.6722 2.6082 -1.8836  0.200
Se 1.6984 0.3721 1.3265  -0.193
Se 2.6323 -1.2873 2.5805  -0.107
Te 1.9800 -3.4970 1.5164  0.383
Se 0.8157 -2.8823 -0.5233  -0.316
C 2.7832 2.0992 -2.4739  -0.725
C 2.3194 0.6780 -2.3567  0.648
C 3.3502 -0.4002 -2.2207  -0.736
O 1.1254 0.4321 -2.3056  -0.610
H 3.6909 2.1865 -3.0717  0.229
H 3.0195 2.4432 -1.4604  0.255
H 1.9909 2.7261 -2.8765  0.238
H 4.1728 -0.2414 -2.9188  0.230
H 2.9025 -1.3789 -2.3581  0.248
H 3.7573 -0.3488 -1.2043  0.260

Atomic forces in eV per Å
Rh -0.26 -0.02 0.37
S 0.02 0.10 -0.25
C 0.02 0.15 -0.05
C 0.03 -0.10 0.08
C -0.05 0.04 -0.03
C -0.09 0.03 0.05
C 0.20 -0.10 0.23
N -0.08 -0.01 -0.20
H 0.02 0.03 -0.03
H 0.04 -0.03 0.01
H 0.00 -0.05 0.03
H 0.02 -0.04 -0.02
Se -0.11 0.18 -0.22
Se 0.06 -0.29 0.04
Te 0.01 0.20 -0.06
Se 0.14 -0.21 0.13
C 0.13 0.04 -0.04
C -0.04 -0.06 0.05
C 0.11 0.09 0.06
O -0.08 0.12 -0.12
H -0.05 0.01 0.03
H 0.00 -0.02 -0.05
H 0.01 -0.02 0.01
H -0.01 -0.02 0.02
H -0.04 -0.05 -0.01
H 0.00 0.01 -0.05

Properties
Gap between HOMO and LUMO (alpha / beta) (eV): 6.68 / 5.46
Energy relative to the best compared isomer or geometry (same formula, charge and spin) (kJ/mol): 0.0
Spin multiplicity: 5
HOMO level (alpha / beta) (eV): -7.2 / -7.5
Electronic energy (Ha): -8421.896259


# 2
# C8H10NOS

C8H10NOS as an isolated structure in a non-equilibrium geometry (ωB97M-V/def2-TZVPD, OMol25).

Last column: natural (NBO) charge in e.
Atoms and positions in Å:
C -1.4513 0.0070 2.1575  -0.203
C -2.4000 0.5122 1.2679  -0.169
C -0.2648 -0.5938 1.6574  0.055
C -2.1586 0.4158 -0.1749  0.230
C -0.9061 -0.0090 -0.5046  0.245
C 1.3212 -1.0074 -0.1125  -0.193
C 1.7166 -0.5254 -1.4933  -0.389
C 2.2729 0.8776 -1.1389  -0.630
N -0.0131 -0.5497 0.3427  -0.312
O -2.8932 0.7774 -1.2031  -0.607
S 0.2434 -0.4744 -2.5465  0.282
H -1.5337 -0.0054 3.1598  0.244
H -3.3629 1.0788 1.5362  0.264
H 0.3709 -1.0433 2.4492  0.258
H 1.2096 -2.1501 0.0370  0.241
H 1.9507 -0.6809 0.6233  0.222
H 2.3429 -1.0671 -2.0942  0.265
H 1.6503 1.4467 -0.3666  0.217
H 2.4947 1.4067 -2.0870  0.246
H 3.2233 0.8029 -0.5090  0.228
H -3.8130 0.7814 -1.0004  0.506

Atomic forces in eV per Å
C 0.94 -0.65 -4.54
C -1.15 0.96 -1.77
C -1.65 0.82 1.62
C 1.02 -0.07 2.36
C 3.45 -2.07 -3.10
C -1.91 -4.80 -0.95
C -2.56 3.46 2.53
C 1.18 0.61 0.48
N -0.43 1.04 0.27
O 0.01 0.30 -0.44
S -2.22 1.01 3.23
H -0.73 0.21 3.23
H 1.60 -1.18 0.06
H 0.15 0.23 -1.38
H 0.52 1.56 -0.67
H 1.98 0.80 1.62
H 2.05 -1.87 -0.77
H 0.14 -0.55 -1.71
H -0.24 0.26 0.93
H -0.79 -0.30 -1.25
H -1.35 0.23 0.25

Properties
Gap between HOMO and LUMO (eV): 8.15
Energy relative to the best compared isomer or geometry (same formula, charge and spin) (kJ/mol): 150.7
Net charge: +1
HOMO level (eV): -13.1
Electronic energy (Ha): -838.666703


# 3
# C8H10O

An isolated molecule of C8H10O in a non-equilibrium geometry (ωB97M-V/def2-TZVPD, OMol25).

Last column: natural (NBO) charge in e.
Atoms and positions in Å:
C 0.7996 1.8099 -0.0222  -0.166
C -0.6019 1.6828 0.0133  -0.273
C 1.7680 0.7247 0.0349  0.340
C -0.3002 -0.7190 -0.0754  -0.509
C -1.3115 0.5202 0.0813  0.112
C 1.2783 -0.6325 -0.0439  0.138
C -2.8093 0.4157 0.1604  -0.648
C 2.0652 -1.8727 -0.1041  -0.698
O 2.9597 0.9718 0.2434  -0.610
H 1.2517 2.8187 -0.1402  0.225
H -1.1855 2.6323 0.3209  0.208
H -0.6070 -1.4956 0.5994  0.230
H -0.4919 -1.1742 -0.9686  0.236
H -3.1996 0.1473 1.1764  0.232
H -3.1611 -0.2841 -0.4684  0.217
H -3.1642 1.3939 -0.2955  0.230
H 1.5838 -2.6643 -0.8176  0.226
H 2.0346 -2.6114 0.7829  0.248
H 3.0912 -1.6635 -0.4768  0.260

Atomic forces in eV per Å
C -0.19 0.45 -0.71
C -1.26 2.18 1.82
C 0.75 -0.46 0.41
C 0.28 1.46 2.13
C 3.28 -1.75 -0.46
C -3.48 1.17 0.40
C 1.37 3.09 1.61
C -0.27 -2.60 -0.87
O 0.39 0.04 -0.22
H -0.40 -0.86 0.38
H 0.90 -1.24 -1.17
H -0.17 -0.48 0.81
H -0.75 -1.16 -2.94
H 0.32 0.71 -0.74
H -1.14 -2.79 -2.28
H -0.07 -1.00 1.23
H 0.61 1.72 0.50
H 0.40 1.82 -0.54
H -0.58 -0.28 0.64

Properties
Gap between HOMO and LUMO (alpha / beta) (eV): 7.04 / 7.39
Energy relative to the best compared isomer or geometry (same formula, charge and spin) (kJ/mol): 353.1
HOMO level (alpha / beta) (eV): -7.7 / -8.2
Electronic energy (Ha): -385.939309


# 4
# C8H10O

A 2-piece molecular cluster, C8H10O overall in a non-equilibrium geometry (ωB97M-V/def2-TZVPD, OMol25).

Last column: natural (NBO) charge in e.
Atoms and positions in Å:
C -0.7312 2.2440 -1.4190  -0.624
C -0.7776 1.0550 -0.7128  -0.089
C 0.3568 0.7785 0.0988  -0.159
C 0.5424 -0.4968 0.7950  -0.112
C -0.3740 -1.1177 1.4260  -0.374
C 1.8646 -1.0809 0.6947  -0.108
C -1.6909 -0.0234 -0.9028  -0.021
C -2.7492 -0.6100 -1.1386  -0.226
H -0.9719 2.0944 -2.4730  0.231
H -1.6806 2.7957 -1.1074  0.228
H 0.2519 2.7591 -1.2676  0.229
H 1.2998 1.4917 0.0406  0.203
H -0.2451 -2.0922 1.9655  0.215
H -1.4660 -0.8206 1.3462  0.205
H 2.3541 -0.1910 1.0533  0.165
H 1.8654 -1.1485 -0.3894  0.174
H 3.2931 -1.7951 1.9408  0.458
H -3.2529 -1.5961 -1.3386  0.251
O 2.1113 -2.2463 1.3883  -0.646

Atomic forces in eV per Å
C -1.99 3.87 -1.98
C 5.03 -4.68 4.17
C -0.81 1.00 -2.08
C -0.04 1.17 -0.40
C -5.14 -2.54 2.14
C -0.26 1.88 -0.98
C -2.83 0.79 -0.69
C 1.56 -1.84 -0.08
H 0.48 -0.03 -0.24
H 1.44 0.33 -0.17
H -1.34 -0.03 -0.21
H -2.21 -1.33 0.26
H 0.28 1.04 -0.73
H 1.57 -0.02 0.54
H 1.79 0.02 -0.20
H 1.41 -0.50 -0.50
H -5.16 -2.76 -2.18
H 0.33 1.89 0.31
O 5.90 1.75 3.01

Properties
Gap between HOMO and LUMO (eV): 8.02
Energy relative to the best compared isomer or geometry (same formula, charge and spin) (kJ/mol): 712.3
HOMO level (eV): -8.3
Electronic energy (Ha): -385.802479


# 5
# C8H10O2

A 2-piece molecular cluster, C8H10O2 overall (ωB97M-V/def2-TZVPD, OMol25).

Last column: natural (NBO) charge in e.
Atoms and positions in Å:
C -0.7538 -0.7711 0.9736  -0.635
C -1.1058 1.6915 0.6244  0.764
C -1.6621 0.4074 1.1170  -0.124
C -2.8820 0.3506 1.6431  -0.308
O -1.9549 2.7259 0.7176  -0.684
O 0.0062 1.8266 0.1746  -0.606
H -1.5263 3.5292 0.3829  0.501
H 0.2163 -0.5542 1.4163  0.236
H -1.1819 -1.6486 1.4486  0.216
H -0.5821 -0.9846 -0.0804  0.231
H -3.2909 -0.5765 2.0081  0.198
H -3.5023 1.2256 1.7263  0.215
C 1.9742 -0.2859 -1.5114  -0.300
C 2.0328 -0.3262 -2.8375  -0.329
C 2.4627 -1.3218 -0.6872  -0.018
C 2.8671 -2.1987 0.0272  -0.239
H 1.5375 0.5559 -0.9891  0.257
H 1.6507 0.4797 -3.4405  0.199
H 2.4666 -1.1621 -3.3626  0.197
H 3.2278 -2.9629 0.6487  0.232

Atomic forces in eV per Å
C 0.03 0.11 -0.03
C 0.17 0.33 -0.14
C -0.18 -0.20 0.13
C 0.16 0.15 -0.08
O -0.41 0.30 0.09
O 0.04 -0.12 0.01
H 0.14 -0.29 0.01
H 0.08 -0.07 0.00
H -0.03 -0.07 0.03
H 0.07 -0.06 -0.05
H 0.00 -0.21 0.05
H -0.07 0.16 -0.01
C -0.20 0.49 -0.29
C 0.00 0.01 -0.06
C 0.32 -0.70 0.46
C -0.21 0.47 -0.35
H -0.07 0.10 -0.07
H -0.09 0.18 -0.03
H 0.07 -0.15 -0.01
H 0.20 -0.42 0.34

Properties
Gap between HOMO and LUMO (eV): 9.72
SMILES: C=C(C)C(=O)O.C#CC=C
Energy relative to the best compared isomer or geometry (same formula, charge and spin) (kJ/mol): 304.4
HOMO level (eV): -9.1
Electronic energy (Ha): -461.222603